Below is 15 unconnected molecules or ions with the total composition C25H54Cl2FN14O29P, with properties calculated with wB97M-V/def2-TZVPD.

HOMO-LUMO gap   7.7 eV
Highest occupied orbital energy   -8.05 eV
Calculated total energy   -144045.4985 eV
Charge   0

XYZ file:
```
126
C25H54Cl2FN14O29P, DFT wB97M-V/def2-TZVPD
C 1.451 -1.105 -0.177
C 0.727 -0.161 -1.272
Cl -0.451 -1.237 -2.252
C -0.096 1.091 -0.576
Cl 0.628 2.654 -1.320
P -1.888 0.989 -1.199
F -1.945 1.589 -2.815
C -3.019 2.179 -0.180
C -4.508 1.977 -0.824
O -5.266 2.962 -1.122
C -4.914 0.421 -1.095
C -5.390 -0.378 0.184
C -5.764 -1.901 0.046
C -5.630 -2.567 -1.372
C -5.183 -1.801 -2.667
C -4.804 -0.260 -2.524
H 2.557 -0.745 -0.126
H 1.350 -2.210 -0.467
H 0.968 -0.887 0.844
H 1.447 0.279 -2.047
H 0.001 1.070 0.569
H -3.085 1.850 0.936
H -2.655 3.271 -0.248
H -5.452 0.130 1.212
H -6.109 -2.437 0.999
H -5.877 -3.694 -1.453
H -5.095 -2.318 -3.692
H -4.434 0.370 -3.413
C -3.359 -4.775 2.094
N -3.433 -3.323 2.399
O -2.824 -2.562 1.656
O -4.098 -2.993 3.372
H -2.739 -4.918 1.210
H -2.918 -5.269 2.959
H -4.376 -5.125 1.913
C 3.941 1.500 -3.948
N 4.286 0.057 -3.869
O 4.340 -0.450 -2.757
O 4.494 -0.521 -4.930
H 3.785 1.880 -2.939
H 4.774 2.012 -4.428
H 3.029 1.588 -4.537
C -1.472 -0.618 4.113
N -0.006 -0.365 4.114
O 0.512 -0.053 5.176
O 0.573 -0.488 3.041
H -1.855 -0.475 5.119
H -1.928 0.091 3.422
H -1.627 -1.646 3.784
C 2.915 0.138 -7.900
N 2.864 1.589 -7.579
O 3.442 2.353 -8.339
O 2.245 1.912 -6.573
H 3.493 0.000 -8.812
H 3.392 -0.367 -7.060
H 1.889 -0.204 -8.038
C 8.149 0.194 -2.049
N 7.767 1.442 -2.760
O 6.580 1.744 -2.766
O 8.669 2.076 -3.289
H 7.253 -0.261 -1.630
H 8.616 -0.470 -2.776
H 8.847 0.468 -1.257
C 12.326 -0.261 -1.911
N 11.335 -1.254 -1.417
O 11.157 -1.315 -0.208
O 10.769 -1.938 -2.264
H 12.748 0.271 -1.056
H 13.103 -0.810 -2.445
H 11.800 0.427 -2.574
C -8.001 3.019 0.516
N -8.100 2.498 1.905
O -7.327 1.604 2.227
O -8.950 3.003 2.627
H -7.211 2.483 -0.006
H -8.964 2.853 0.033
H -7.769 4.082 0.580
C -1.585 -7.255 6.034
N -2.433 -6.641 4.980
O -2.926 -7.391 4.148
O -2.576 -5.423 5.023
H -1.548 -8.331 5.872
H -0.591 -6.817 5.951
H -2.041 -7.024 6.997
C 0.124 4.307 -8.174
N -1.003 3.998 -9.093
O -0.721 3.593 -10.213
O -2.134 4.172 -8.658
H 1.063 4.108 -8.689
H 0.048 5.361 -7.904
H 0.021 3.666 -7.299
C -9.607 -0.147 4.207
N -9.280 -1.596 4.272
O -9.209 -2.107 5.382
O -9.106 -2.171 3.206
H -9.734 0.231 5.221
H -8.777 0.356 3.709
H -10.531 -0.043 3.638
C -3.378 6.670 1.030
N -2.518 6.035 2.063
O -2.405 6.614 3.135
O -1.984 4.976 1.761
H -3.784 7.597 1.432
H -2.755 6.868 0.158
H -4.179 5.969 0.793
C 1.242 -4.414 2.185
N 0.236 -5.408 2.644
O 0.003 -5.460 3.845
O -0.285 -6.103 1.783
H 1.619 -3.871 3.051
H 2.045 -4.961 1.693
H 0.742 -3.736 1.493
C 14.545 0.939 2.503
N 14.598 0.449 1.101
O 15.548 -0.252 0.786
O 13.681 0.787 0.362
H 15.416 0.564 3.039
H 14.551 2.028 2.472
H 13.625 0.560 2.949
C -5.197 2.054 5.309
N -4.333 1.069 4.608
O -4.245 1.164 3.390
O -3.772 0.232 5.303
H -5.627 2.731 4.573
H -5.979 1.498 5.825
H -4.568 2.600 6.014
```

Below is 5 unconnected molecules or ions with the total composition C53H119N2OP2, with properties calculated with wB97M-V/def2-TZVPD.

HOMO-LUMO gap   4.2 eV
Highest occupied orbital energy   -8.58 eV
Calculated total energy   -80469.4886 eV
Charge   +3

XYZ file:
```
177
C53H119N2OP2, DFT wB97M-V/def2-TZVPD
C 2.776 -2.607 -2.189
O 3.074 -1.285 -2.263
H 3.464 -3.263 -2.723
H 2.887 -2.947 -1.159
H 1.801 -2.895 -2.583
C -2.187 -5.006 4.316
C -3.124 -4.157 3.504
C -4.443 -4.044 4.279
C -5.610 -3.402 3.671
P -7.074 -3.743 4.595
C -8.487 -2.851 3.726
C -8.341 -1.367 3.526
C -9.501 -0.848 2.611
C -9.051 0.586 2.000
C -7.379 -5.561 4.760
C -8.785 -5.925 5.228
C -8.896 -7.509 5.381
C -9.137 -8.223 4.019
C -6.932 -2.915 6.208
C -6.343 -3.863 7.346
C -5.773 -3.293 8.649
C -5.139 -1.898 8.505
H -1.368 -5.468 3.764
H -2.720 -5.771 4.880
H -1.816 -4.323 5.080
H -3.251 -4.606 2.519
H -2.639 -3.208 3.271
H -4.136 -3.617 5.233
H -4.719 -5.074 4.507
H -5.795 -3.815 2.679
H -5.390 -2.355 3.465
H -9.368 -3.000 4.350
H -8.683 -3.360 2.782
H -7.391 -1.072 3.081
H -8.407 -0.730 4.407
H -10.449 -0.660 3.116
H -9.647 -1.503 1.752
H -9.914 0.915 1.420
H -8.275 0.491 1.241
H -8.715 1.297 2.755
H -6.912 -5.842 5.704
H -7.041 -6.201 3.945
H -9.456 -5.563 4.449
H -9.018 -5.425 6.168
H -9.798 -7.806 5.915
H -8.004 -7.922 5.853
H -8.430 -7.955 3.234
H -10.154 -8.007 3.689
H -9.096 -9.289 4.244
H -7.865 -2.394 6.423
H -6.367 -2.067 5.821
H -5.483 -4.326 6.860
H -7.027 -4.654 7.653
H -5.096 -3.942 9.204
H -6.645 -3.178 9.293
H -4.201 -1.949 7.952
H -4.815 -1.543 9.483
H -5.756 -1.207 7.931
C 0.487 7.717 -5.453
C -0.492 6.593 -5.216
C -0.437 6.101 -3.750
C -1.326 4.861 -3.406
P -1.429 4.471 -1.660
C -2.478 5.777 -0.954
C -3.740 6.333 -1.632
C -4.405 7.430 -0.826
C -5.721 7.908 -1.408
C 0.213 4.270 -0.817
C 0.453 5.338 0.327
C 1.910 5.385 0.900
C 3.098 5.553 0.002
C -2.258 2.767 -1.485
C -3.346 2.514 -2.606
C -4.044 1.135 -2.460
C -2.975 0.035 -2.643
H 1.548 7.574 -5.250
H 0.193 8.544 -4.807
H 0.311 8.087 -6.463
H -0.256 5.892 -6.016
H -1.563 6.764 -5.332
H -0.812 6.963 -3.196
H 0.597 5.828 -3.540
H -0.918 4.015 -3.958
H -2.347 5.142 -3.664
H -1.869 6.639 -0.682
H -2.760 5.254 -0.041
H -4.420 5.554 -1.977
H -3.552 6.751 -2.621
H -3.720 8.247 -0.599
H -4.695 6.972 0.120
H -6.080 7.065 -1.998
H -5.549 8.707 -2.129
H -6.363 8.357 -0.650
H 0.942 4.335 -1.625
H 0.173 3.246 -0.444
H -0.278 5.298 1.135
H 0.313 6.254 -0.247
H 2.060 4.457 1.453
H 1.889 6.130 1.695
H 2.990 6.446 -0.613
H 3.146 4.665 -0.629
H 4.107 5.589 0.412
H -2.708 2.829 -0.494
H -1.445 2.061 -1.655
H -2.991 2.596 -3.633
H -4.075 3.282 -2.348
H -4.699 0.974 -3.317
H -4.670 1.150 -1.568
H -2.242 0.139 -3.442
H -3.517 -0.884 -2.866
H -2.500 -0.135 -1.676
C 6.648 -5.457 5.191
C 7.575 -5.221 3.897
C 7.380 -3.934 3.102
C 7.579 -2.714 4.054
N 7.020 -1.414 3.490
C 5.500 -1.291 3.653
C 5.213 -0.747 5.056
C 6.620 -0.144 5.549
C 7.488 -0.171 4.281
C 7.426 -1.301 1.945
H 6.574 -4.592 5.849
H 7.063 -6.280 5.774
H 5.600 -5.694 5.008
H 7.571 -6.023 3.159
H 8.618 -5.299 4.202
H 6.418 -3.902 2.591
H 8.063 -3.736 2.275
H 8.603 -2.645 4.421
H 6.916 -2.827 4.912
H 5.083 -0.670 2.860
H 5.074 -2.281 3.486
H 4.442 0.023 5.087
H 4.876 -1.589 5.660
H 6.643 0.887 5.902
H 7.192 -0.868 6.129
H 7.280 0.768 3.769
H 8.531 -0.270 4.580
H 7.205 -0.287 1.614
H 6.865 -1.966 1.289
H 8.493 -1.525 1.948
C 1.677 0.646 -8.696
C 3.195 0.917 -9.047
C 4.184 0.697 -7.867
C 5.658 0.926 -8.386
N 6.785 0.739 -7.309
C 6.644 1.753 -6.164
C 8.071 2.369 -6.064
C 8.614 2.376 -7.511
C 8.110 1.011 -8.050
C 6.830 -0.758 -6.772
C 7.810 -1.007 -5.626
C 7.946 -2.477 -5.384
H 1.208 1.439 -8.113
H 1.577 -0.220 -8.042
H 1.148 0.448 -9.628
H 3.338 1.930 -9.421
H 3.490 0.318 -9.909
H 3.958 -0.279 -7.439
H 3.930 1.422 -7.093
H 5.886 1.898 -8.824
H 5.890 0.206 -9.171
H 6.420 1.267 -5.215
H 5.893 2.517 -6.359
H 8.765 1.674 -5.591
H 8.039 3.320 -5.533
H 9.692 2.539 -7.509
H 8.200 3.262 -7.993
H 8.877 0.264 -7.844
H 7.949 1.090 -9.125
H 6.921 -1.252 -7.739
H 5.807 -0.903 -6.425
H 7.448 -0.500 -4.732
H 8.771 -0.570 -5.897
H 8.740 -2.714 -4.676
H 8.253 -3.043 -6.263
H 7.019 -2.967 -5.085
```

Below is 14 unconnected molecules or ions with the total composition C60H100N4O10, with properties calculated with wB97M-V/def2-TZVPD.

HOMO-LUMO gap (alpha / beta)   2.0 / 6.6 eV
Highest occupied orbital energy (alpha / beta)   -0.14 / -4.73 eV
Spin multiplicity   2
⟨S²⟩   0.76
Calculated total energy   -90266.9995 eV
Charge   -1

XYZ file:
```
174
C60H100N4O10, DFT wB97M-V/def2-TZVPD
C 1.779 -2.723 2.398
C 1.552 -4.249 2.293
C 2.266 -4.790 3.472
O 3.345 -3.950 3.581
C 3.087 -2.636 3.146
H 0.968 -2.244 2.945
H 1.753 -2.212 1.436
H 2.140 -4.692 1.488
H 0.495 -4.479 2.427
H 2.574 -5.827 3.341
H 1.646 -4.736 4.367
H 3.924 -2.440 2.475
H 3.070 -1.973 4.011
C -4.034 4.047 2.827
C -2.870 3.564 3.684
C -2.229 2.418 2.841
O -3.188 2.053 1.937
C -3.975 3.196 1.481
H -3.923 5.113 2.629
H -5.009 3.927 3.299
H -3.351 3.367 4.642
H -2.217 4.380 3.994
H -1.911 1.507 3.349
H -1.270 2.731 2.428
H -4.926 2.993 0.987
H -3.359 3.733 0.760
C 2.910 3.804 -1.632
C 4.349 4.040 -1.344
C 5.058 3.840 -2.668
O 4.040 4.166 -3.600
C 2.889 4.550 -2.939
H 2.265 4.325 -0.924
H 2.632 2.754 -1.543
H 4.660 3.269 -0.639
H 4.660 4.964 -0.857
H 5.410 2.826 -2.859
H 5.911 4.505 -2.806
H 2.115 4.229 -3.636
H 2.778 5.620 -2.764
C -3.989 -2.471 3.270
C -3.803 -3.933 3.047
C -2.291 -4.187 3.358
O -1.768 -2.928 3.779
C -2.601 -1.940 3.224
H -4.531 -2.299 4.200
H -4.535 -1.865 2.547
H -3.871 -4.182 1.988
H -4.394 -4.648 3.620
H -1.704 -4.454 2.479
H -2.213 -4.904 4.175
H -2.259 -1.776 2.202
H -2.604 -0.987 3.753
C 0.701 -0.706 6.531
C -0.251 0.406 6.318
C 0.368 0.924 5.092
O 1.774 0.828 5.384
C 2.059 -0.011 6.464
H 0.540 -1.533 5.840
H 0.538 -1.160 7.509
H -0.148 1.181 7.077
H -1.232 -0.067 6.283
H -0.039 1.893 4.803
H 0.181 0.223 4.279
H 2.305 0.486 7.403
H 2.818 -0.757 6.226
C 4.210 2.280 2.698
C 4.117 3.652 3.209
C 2.927 3.500 4.163
O 2.030 2.791 3.279
C 2.766 1.845 2.497
H 4.747 1.550 3.303
H 4.756 2.236 1.755
H 3.942 4.214 2.292
H 5.124 3.889 3.554
H 2.515 4.445 4.517
H 3.128 2.933 5.072
H 2.374 1.793 1.481
H 2.584 0.866 2.942
C -0.504 6.427 1.562
C -1.883 7.052 1.433
C -2.308 6.328 0.146
O -1.609 5.073 0.017
C -0.267 5.402 0.399
H -0.486 5.840 2.480
H 0.190 7.264 1.629
H -1.829 8.133 1.305
H -2.495 6.818 2.304
H -2.085 6.899 -0.755
H -3.382 6.138 0.133
H 0.350 5.773 -0.420
H 0.093 4.430 0.734
C -0.744 -0.158 -1.361
C -1.131 0.822 -0.295
C 0.100 0.876 0.630
O 1.111 0.025 0.010
C 0.772 -0.208 -1.320
H -1.113 -0.008 -2.376
H -1.119 -1.109 -0.983
H -1.970 0.377 0.241
H -1.241 1.848 -0.648
H -0.102 0.538 1.647
H 0.354 1.934 0.697
H 0.988 -1.236 -1.611
H 1.295 0.484 -1.980
C -5.621 -0.365 -3.078
C -5.157 -1.660 -3.751
C -3.721 -1.755 -3.233
O -3.722 -1.135 -1.971
C -5.002 -0.564 -1.755
H -6.710 -0.332 -3.055
H -5.244 0.421 -3.732
H -5.129 -1.572 -4.838
H -5.682 -2.579 -3.490
H -3.065 -1.164 -3.872
H -3.320 -2.768 -3.248
H -4.933 0.363 -1.186
H -5.625 -1.232 -1.161
C 2.799 -5.149 -2.798
C 3.891 -5.188 -3.823
C 3.121 -5.006 -5.140
O 2.123 -4.135 -4.818
C 1.664 -4.573 -3.587
H 2.993 -4.578 -1.890
H 2.453 -6.141 -2.510
H 4.317 -6.187 -3.745
H 4.600 -4.384 -3.624
H 2.790 -5.906 -5.658
H 3.835 -4.543 -5.821
H 0.884 -5.290 -3.844
H 1.246 -3.689 -3.106
N 6.113 -2.863 0.487
C 4.948 -2.971 -0.190
C 4.017 -1.943 -0.232
C 4.433 -0.672 0.242
C 5.617 -0.525 0.821
C 6.519 -1.592 0.854
H 4.615 -3.978 -0.395
H 3.058 -2.106 -0.701
H 3.780 0.184 0.154
H 6.030 0.408 1.173
H 7.483 -1.420 1.310
N -2.240 -6.410 -0.975
C -0.872 -6.465 -0.833
C 0.007 -5.419 -0.693
C -0.536 -4.136 -0.570
C -1.916 -4.015 -0.736
C -2.713 -5.149 -0.875
H -0.405 -7.386 -1.150
H 1.048 -5.662 -0.539
H -0.018 -3.206 -0.389
H -2.329 -3.023 -0.629
H -3.782 -4.998 -0.890
N -1.866 -0.530 -6.180
C -2.646 -1.362 -6.841
C -2.464 -2.792 -7.017
C -1.266 -3.258 -6.435
C -0.441 -2.399 -5.664
C -0.748 -1.043 -5.612
H -3.591 -1.024 -7.242
H -3.025 -3.415 -7.698
H -0.914 -4.247 -6.686
H 0.400 -2.890 -5.196
H -0.157 -0.425 -4.953
N -3.380 4.394 -5.746
C -2.264 3.608 -5.479
C -1.813 3.197 -4.179
C -2.455 3.738 -3.105
C -3.627 4.490 -3.282
C -4.058 4.765 -4.616
H -1.678 3.311 -6.336
H -0.860 2.698 -4.079
H -2.051 3.473 -2.139
H -4.112 4.909 -2.413
H -4.896 5.397 -4.871
```

Number 1: maximum force 0.106 hartree/bohr. Number 2: maximum force 0.058 hartree/bohr. Number 3: maximum force 0.071 hartree/bohr.